A molecular structure, C4H8Cl2Si, computed with ωB97M-V with the def2-TZVPD basis set.

Calculated values
Molecular weight, g mol⁻¹: 155.10
Electronic energy, Ha: -1366.96719
Kohn-Sham gap, eV: 9.566
Relative energy (zero: lowest compared OMol25 entry of this formula, charge and spin), kcal/mol: 134.9

Last column: natural (NBO) charge in e.
Cartesian coordinates (Å):
1 H -2.2279 -0.6011 2.0376  0.205
2 H -1.0621 0.8332 1.7810  0.198
3 Si 1.7426 -1.1590 0.2133  0.925
4 Cl 1.5730 1.9774 0.0749  -0.062
5 H -0.7621 1.8374 -0.5161  0.224
6 H -2.2121 -1.0085 -0.2834  0.202
7 C 1.0053 0.4272 -0.6941  -0.459
8 Cl 1.5140 0.4898 -2.4039  -0.049
9 H 1.7685 -0.7149 1.6010  -0.154
10 H 3.1207 -1.3318 -0.3141  -0.136
11 C -0.9412 0.8102 -0.9231  -0.355
12 C -1.6138 -0.0192 1.3724  -0.380
13 H 0.9015 -2.2195 0.0307  -0.172
14 H -1.0642 0.8232 -2.0156  0.228
15 C -1.7422 -0.1442 0.0393  -0.216

Cartesian forces, eV/Å:
H 0.25 -0.39 0.20
H -0.15 -0.34 0.04
Si 0.98 3.29 -0.18
Cl 0.09 -0.78 0.06
H -0.93 -0.98 -0.40
H -1.11 -1.28 -1.23
C -2.61 0.87 -0.88
Cl 0.36 -0.29 -0.07
H 0.07 -0.17 0.41
H -0.27 -0.09 0.05
C 2.82 -1.03 2.37
C -0.42 1.17 -1.06
H -1.44 -2.06 -0.46
H -0.20 -0.44 0.67
C 2.56 2.51 0.50